1.
{
  "formula": "C24H23HoOSe",
  "method": "ωB97M-V with the def2-TZVPD basis set",
  "total_charge": 0,
  "e_homo_ev": [-6.41, -6.43],
  "spin_multiplicity": 5,
  "relative_energy_ev": 0.5844,
  "orbital_gap_ev": [5.864, 6.008],
  "e_lumo_ev": [-0.55, -0.42],
  "elements": ["Ho", "Se", "O", "C", "C", "C", "C", "C", "C", "C", "C", "C", "C", "C", "C", "C", "C", "C", "C", "C", "C", "C", "C", "C", "C", "C", "C", "H", "H", "H", "H", "H", "H", "H", "H", "H", "H", "H", "H", "H", "H", "H", "H", "H", "H", "H", "H", "H", "H", "H"],
  "xyz": [[0.4242, 0.0128, 1.5536], [-1.3598, -0.0336, 4.7603], [-0.2291, -0.5307, -3.3821], [0.7350, -0.9580, -6.6640], [0.2152, 0.2904, 5.6447], [1.5446, -2.3085, 0.9802], [0.4965, -2.1346, 0.0185], [0.4721, 1.5368, 6.2761], [-0.5557, -1.2315, -4.5131], [-0.9073, 1.9400, 2.0005], [1.7295, 1.8058, 6.8027], [1.2376, -0.6905, 5.6360], [1.2065, -0.1264, -7.6832], [-0.4682, -2.1304, 2.1299], [-0.5498, 0.8918, -5.7631], [0.3869, 2.3290, 0.1076], [-0.2028, -0.4826, -5.7265], [0.9474, -2.2919, 2.2806], [2.7532, 0.8453, 6.7356], [-1.6940, -0.7889, -3.5872], [0.8544, 1.2265, -7.7166], [0.0108, 1.7386, -6.7217], [2.4984, -0.3980, 6.1350], [0.4214, 2.2843, 2.4217], [-0.9254, 1.9389, 0.5626], [-0.7592, -2.0283, 0.7254], [1.2293, 2.4973, 1.2603], [-0.3217, 2.2811, 6.3273], [-0.1627, 2.8167, -6.6364], [1.0253, -1.6699, 5.2068], [1.2957, 1.8993, -8.4589], [-1.7750, 1.7753, 2.6412], [1.9201, 2.7676, 7.2828], [1.1247, -1.9678, -6.5257], [0.6409, 2.6103, -0.9288], [-1.7646, -2.0339, 0.2760], [-0.5127, -2.3177, -4.5256], [-2.4166, -0.0786, -4.0364], [-1.1798, 1.3348, -4.9733], [1.9214, -0.5133, -8.4071], [1.4517, -2.5680, 3.1986], [0.7217, 2.5242, 3.4315], [-2.0496, -1.4688, -2.8168], [2.2180, 2.9745, 1.2909], [3.7347, 1.0541, 7.1626], [-1.8325, 1.8251, -0.0493], [-1.1976, -2.1516, 2.9394], [2.5654, -2.6647, 0.7712], [0.6097, -2.2256, -1.0734], [3.2907, -1.1474, 6.0808]],
  "atomic_forces_ev_per_a": [[0.83, 0.17, 0.64], [-1.12, -0.30, -1.24], [-1.42, 0.69, 1.52], [-0.70, 0.15, 0.47], [1.54, 0.41, 0.74], [-0.75, -0.50, -0.08], [-0.15, -0.25, 0.21], [0.19, -0.66, -0.33], [-2.26, -1.08, 0.04], [-0.13, 1.52, -0.66], [0.34, -0.37, 0.13], [-0.11, 0.61, -0.05], [0.05, 0.24, 0.14], [-0.11, -1.56, -0.61], [0.33, -0.10, -0.17], [-0.17, -0.22, 0.33], [0.61, 1.38, -0.98], [-0.58, -0.91, -0.66], [-0.22, -0.01, -0.16], [1.82, -0.21, -1.22], [0.02, -0.14, 0.33], [-0.08, -0.16, 0.13], [0.18, 0.35, 0.41], [-0.71, 0.95, -0.63], [0.44, 0.77, 0.48], [0.67, -0.69, 0.25], [-1.05, 0.62, -0.16], [0.16, -0.19, -0.08], [-0.07, -0.44, -0.25], [0.01, 0.27, 0.12], [-0.21, -0.33, 0.25], [0.53, -0.01, -0.15], [-0.03, -0.25, -0.11], [-0.16, 0.17, -0.29], [-0.03, -0.60, 0.70], [0.69, 0.27, 0.29], [0.97, -0.05, 0.02], [0.96, 0.17, 0.89], [0.42, -0.35, -0.53], [-0.17, 0.05, 0.14], [-0.05, 0.38, -0.05], [0.01, -0.40, 0.13], [-0.10, -0.02, -0.41], [-0.42, -0.62, -0.17], [-0.25, -0.02, -0.16], [0.68, -0.10, 0.29], [0.37, 0.13, -0.30], [-0.55, 0.70, 0.05], [-0.06, 0.36, 0.70], [-0.19, 0.18, 0.08]],
  "mulliken_spin": [4.052, -0.012, 0.000, 0.000, 0.001, -0.009, -0.002, 0.000, 0.000, -0.007, 0.000, -0.001, 0.000, -0.001, 0.000, -0.001, 0.000, -0.011, -0.001, 0.000, 0.000, 0.000, 0.000, -0.013, 0.006, 0.003, -0.006, 0.000, 0.000, 0.000, 0.000, 0.000, 0.000, 0.000, 0.001, 0.000, 0.000, 0.000, 0.000, 0.000, 0.001, 0.000, 0.000, 0.000, 0.000, 0.000, -0.002, 0.000, 0.002, 0.000]
}

2.
{
  "formula": "C4H8N2O",
  "method": "ωB97M-V with the def2-TZVPD basis set",
  "total_charge": 0,
  "e_homo_ev": -9.67,
  "relative_energy_ev": 5.9742,
  "orbital_gap_ev": 10.135,
  "e_lumo_ev": 0.47,
  "elements": ["O", "N", "N", "C", "C", "C", "C", "H", "H", "H", "H", "H", "H", "H", "H"],
  "xyz": [[-1.7679, -0.7762, -0.9279], [-0.4793, 1.1874, -0.6162], [-2.9176, -0.0522, -1.3082], [1.5058, -0.5860, 0.4552], [2.6917, -0.0398, 0.4766], [-0.6261, -0.0651, -0.6146], [0.4180, -0.9840, -0.1760], [-3.1780, 0.5712, -0.5429], [0.8620, -0.1365, 3.1217], [0.1773, -2.0326, -0.2769], [-2.6905, 0.5102, -2.1295], [0.8428, 0.2987, 2.4094], [-1.3000, 1.7312, -0.8725], [3.2714, 0.1879, -0.4049], [3.1904, 0.1857, 1.4067]],
  "atomic_forces_ev_per_a": [[0.12, -0.11, -0.04], [0.13, 0.16, -0.01], [0.02, 0.07, -0.08], [0.47, 0.34, -2.59], [-0.04, -0.23, 1.39], [-0.84, 0.89, 0.34], [0.08, -0.59, 0.84], [0.20, -0.08, -0.08], [-0.07, 1.37, -2.04], [0.14, -0.16, -0.07], [0.09, -0.07, 0.18], [-0.01, -1.25, 2.35], [0.00, -0.25, -0.09], [-0.23, -0.27, -0.34], [-0.04, 0.19, 0.23]],
  "mulliken_charge": [-0.249, -0.625, -0.480, -0.079, -0.434, 0.570, -0.321, 0.273, 0.253, 0.327, 0.273, -0.237, 0.234, 0.246, 0.250]
}

3.
{
  "formula": "C36H28Co2N2O5P",
  "method": "ωB97M-V with the def2-TZVPD basis set",
  "total_charge": -1,
  "e_homo_ev": -2.66,
  "relative_energy_ev": 0.0000,
  "orbital_gap_ev": 5.021,
  "e_lumo_ev": 2.36,
  "elements": ["Co", "Co", "P", "O", "O", "O", "O", "O", "N", "N", "C", "C", "C", "C", "C", "C", "C", "C", "C", "C", "C", "C", "C", "C", "C", "C", "C", "C", "C", "C", "C", "C", "C", "C", "C", "C", "C", "C", "C", "C", "C", "C", "C", "C", "C", "C", "H", "H", "H", "H", "H", "H", "H", "H", "H", "H", "H", "H", "H", "H", "H", "H", "H", "H", "H", "H", "H", "H", "H", "H", "H", "H", "H", "H"],
  "xyz": [[-0.8071, -1.0458, 0.9673], [0.2597, -1.1344, -1.3668], [1.5318, 0.5644, -1.3004], [-3.4569, -0.1011, 0.2505], [1.9183, -2.8764, -2.9539], [-1.9265, -2.5704, 3.2136], [0.6148, 1.2593, 1.9958], [-1.6130, -0.1779, -3.3685], [-1.6957, 0.2598, 3.3933], [-1.8848, 1.8695, 4.8779], [-0.9325, -0.5428, -2.4979], [-0.8178, 1.0996, 5.2926], [0.5750, -1.9469, 0.2861], [-5.4280, -4.0258, -1.1103], [1.2508, -2.1753, -2.3132], [-0.7199, 0.0813, 4.3667], [0.8371, 4.5247, -0.3586], [-1.5240, -1.8293, 2.4199], [4.6033, 1.4382, -3.9349], [3.5983, -0.9151, -0.1595], [-0.6596, 2.2020, -0.6803], [-3.5638, 1.9320, 3.0817], [-1.3444, -3.7856, 0.0936], [4.5207, -1.2475, 0.8378], [-0.5329, 4.5328, -0.0756], [-2.3733, -0.4595, 0.4722], [2.8666, 0.2788, -0.0712], [-1.2881, 3.3723, -0.2570], [-0.6591, -2.6027, 0.1455], [-2.6847, -3.8950, -0.4228], [0.7237, 2.1621, -0.8783], [-4.8193, -5.0994, -0.4402], [-4.6462, -2.9390, -1.5175], [-3.2848, -2.8966, -1.2291], [2.4987, 1.7152, -5.0974], [3.8968, 1.7589, -5.0966], [4.0006, 0.8117, 1.9935], [0.0675, 0.3449, 1.5249], [-3.4694, -5.0429, -0.1163], [4.6871, -0.4026, 1.9358], [1.4676, 3.3464, -0.7824], [3.1363, 1.1795, 0.9629], [3.9153, 1.0814, -2.7712], [-2.3936, 1.3303, 3.7352], [2.5135, 1.0341, -2.7704], [1.8064, 1.3525, -3.9407], [-2.3631, 3.3643, -0.0725], [-5.0957, -2.1102, -2.0629], [-3.2973, 2.9174, 2.6729], [4.4364, 2.0425, -5.9997], [-1.2650, 1.3077, -0.8709], [-2.6509, -2.1138, -1.6593], [-1.0171, 5.4415, 0.2823], [3.4352, -1.5973, -0.9985], [1.5396, -2.2768, 0.6374], [2.6871, 2.1703, 0.9610], [1.4299, 5.4335, -0.2447], [-6.5034, -4.0279, -1.2919], [5.0839, -2.1762, 0.7522], [1.9411, 1.9626, -5.9995], [-2.9786, -5.8694, 0.3995], [4.1216, 1.4896, 2.8375], [-4.3605, 2.0689, 3.8285], [4.4769, 0.8419, -1.8676], [-5.4130, -5.9716, -0.1624], [-3.9076, 1.2700, 2.2826], [-0.0106, -0.7349, 4.3722], [5.6935, 1.4627, -3.9206], [-0.2176, 1.3091, 6.1635], [5.3570, -0.6854, 2.7457], [2.5367, 3.3385, -1.0114], [-2.2556, 2.6967, 5.3290], [0.7143, 1.3160, -3.9418], [-0.8817, -4.6894, 0.5038]],
  "atomic_forces_ev_per_a": [[-2.39, 3.43, -0.36], [-0.83, 0.93, 0.20], [0.26, -0.17, 0.26], [1.69, -0.44, 0.17], [-0.22, 0.72, 0.46], [0.38, 1.59, -1.24], [-0.96, -1.62, -0.92], [0.43, -0.08, 1.00], [-0.93, 0.92, 1.76], [0.03, 0.36, 0.26], [-0.81, -0.17, -1.79], [0.11, -0.87, -0.64], [1.52, -3.49, -0.08], [0.00, 0.09, 0.15], [-0.13, -1.33, -0.54], [-0.74, 1.41, 0.61], [0.13, -0.19, -0.11], [0.23, -2.63, 1.07], [-0.28, -0.02, -0.02], [0.05, 0.00, 0.38], [-0.21, 0.03, -0.19], [-0.39, 0.12, -0.29], [0.24, -0.07, -0.52], [-0.28, 0.20, -0.29], [0.09, -0.20, 0.01], [-2.50, 1.07, -0.43], [0.25, 0.71, -0.01], [0.32, 0.07, -0.12], [1.66, -2.48, -1.06], [-0.45, -0.31, 0.40], [0.41, 0.49, -0.30], [0.15, 0.26, -0.16], [0.13, -0.34, 0.13], [0.06, -0.16, -0.02], [0.02, -0.04, 0.25], [-0.01, -0.06, 0.20], [0.08, -0.05, -0.16], [1.50, 2.63, 1.73], [-0.07, 0.39, -0.16], [-0.09, 0.14, 0.03], [-0.59, 0.23, 0.34], [0.44, -0.35, -0.04], [-0.13, 0.09, -0.36], [1.36, -0.82, 0.67], [0.14, 0.24, -0.13], [0.39, 0.02, -0.13], [0.26, 0.06, -0.08], [0.05, -0.20, 0.02], [-0.18, -0.24, -0.05], [-0.13, -0.07, 0.18], [0.48, 0.42, 0.25], [-0.35, -0.27, 0.43], [0.16, -0.15, -0.12], [-0.01, 0.22, 0.31], [0.01, -0.06, 0.40], [-0.07, -0.42, 0.20], [-0.20, -0.17, -0.03], [0.26, -0.06, -0.05], [-0.12, 0.20, 0.10], [0.14, -0.05, 0.16], [-0.20, 0.16, -0.01], [0.13, -0.18, -0.14], [0.08, -0.03, -0.33], [-0.19, 0.08, -0.27], [0.14, 0.18, -0.05], [-0.03, 0.26, 0.11], [-0.14, 0.10, -0.24], [-0.26, 0.03, -0.07], [-0.18, 0.11, -0.03], [-0.09, 0.05, -0.15], [-0.32, 0.04, 0.07], [0.26, -0.29, -0.08], [0.30, -0.01, -0.01], [0.11, 0.07, -0.54]],
  "mulliken_charge": [1.031, 0.460, 1.632, -0.468, -0.511, -0.435, -0.511, -0.525, -0.078, -0.068, 0.289, -0.727, -0.868, -0.500, -0.164, -0.331, -0.715, -0.106, -0.666, -0.601, 0.001, -1.222, -1.839, -0.588, -0.735, -0.113, 0.557, -0.656, 0.918, 1.314, 0.179, -0.381, -0.649, 0.138, -0.681, -0.533, -0.453, 0.855, -0.883, -0.713, -0.661, -0.746, -0.161, 0.425, 0.651, -0.427, 0.550, 0.378, 0.247, 0.352, -0.161, 0.034, 0.369, 0.360, 0.630, 0.289, 0.378, 0.348, 0.414, 0.391, 0.312, 0.385, 0.457, 0.236, 0.335, 0.126, 0.448, 0.401, 0.420, 0.348, 0.540, 0.204, 0.287, 0.187]
}

For the records above, the corresponding electronic energy values read -118449.3696; -9300.4189; -135544.7971 eV.